[1]
ORCA calculation (ωB97M-V/def2-TZVPD) on a structure of composition C29H60F7GaN2O16PS in a non-equilibrium geometry.

```
117
Properties=species:S:1:pos:R:3:mulliken_charge:R:1
C -4.45288 -9.32130 -3.92003 0.58
C -3.55241 -8.63292 -4.34057 -1.00
Ga -2.21452 -7.46780 -5.20747 0.05
O -2.71848 -7.12663 -6.99550 -0.24
N -3.75235 -7.94586 -7.35545 0.33
O -4.45146 -7.44689 -8.16183 -0.43
P -0.07286 -8.43970 -5.29900 0.38
N 0.18156 -9.25724 -6.64734 -0.84
S -2.18383 -5.33411 -4.17753 0.90
O -1.14658 -4.52496 -4.79780 -0.63
O -3.52162 -4.77749 -4.20144 -0.66
C -1.72356 -5.53605 -2.36163 0.38
F -2.75278 -6.22917 -1.81342 -0.29
F -0.61385 -6.30664 -2.27975 -0.25
C -1.56815 -4.22840 -1.53652 0.61
F -2.54225 -3.36256 -1.86246 -0.24
F -1.71437 -4.55080 -0.21657 -0.31
C -0.18822 -3.52489 -1.63210 0.60
F -0.25253 -2.42741 -0.82224 -0.29
F 0.10526 -3.10563 -2.86039 -0.20
F 0.78864 -4.30983 -1.15702 -0.20
H -5.37521 -9.69841 -3.54251 0.41
H 0.88532 -7.40204 -5.17866 0.02
H 0.12842 -9.21523 -4.13009 0.04
H -0.65379 -9.21785 -7.22282 0.26
C 2.24830 4.09301 -6.56568 -0.79
O 1.99389 2.80779 -6.05201 -0.25
C 3.12497 1.95393 -6.10995 -0.59
C 3.11942 0.95150 -4.97795 -0.26
O 3.48244 1.49515 -3.71728 -0.46
C 2.52013 2.28993 -3.04066 -0.57
C 1.36258 1.50443 -2.46477 -0.13
O 0.43122 1.17701 -3.47960 -0.28
C -0.29343 -0.00278 -3.18727 -0.67
H 2.46884 4.05746 -7.63929 0.33
H 1.35300 4.69256 -6.40990 0.23
H 3.08513 4.56972 -6.04092 0.34
H 4.04998 2.54092 -6.06325 0.35
H 3.10247 1.40997 -7.06383 0.38
H 3.89338 0.21263 -5.19815 0.40
H 2.16671 0.42223 -4.92533 0.08
H 2.16030 3.10488 -3.67184 0.19
H 3.06455 2.73371 -2.20352 0.40
H 0.84568 2.12341 -1.71685 0.06
H 1.74365 0.59931 -1.97703 0.37
H 0.38542 -0.83874 -3.03511 0.39
H -0.93465 -0.22414 -4.03828 0.37
H -0.91755 0.13645 -2.29635 0.08
C -2.39873 2.87453 -1.06417 -0.62
O -2.64133 2.33725 0.21869 -0.36
C -1.58388 1.50560 0.67190 0.07
C -1.44237 1.57624 2.17475 -0.55
O -0.83023 2.76872 2.64703 -0.52
C -1.60197 3.95908 2.63986 -0.27
C -2.68644 3.99000 3.69764 -0.26
O -3.80397 3.22205 3.28640 -0.27
C -4.54361 2.71005 4.37038 -0.82
H -2.36402 2.08182 -1.81894 0.23
H -3.21353 3.55687 -1.29958 0.31
H -1.45713 3.43671 -1.07781 0.30
H -0.63566 1.80250 0.20911 -0.03
H -1.81232 0.47326 0.37517 0.35
H -0.76393 0.77437 2.47470 0.41
H -2.39915 1.39690 2.66792 0.16
H -2.00962 4.16710 1.64865 0.19
H -0.88853 4.75358 2.87399 0.28
H -3.01854 5.02849 3.84346 0.14
H -2.27851 3.61221 4.64225 0.37
H -3.91317 2.09335 5.02173 0.36
H -5.33713 2.08701 3.96218 0.23
H -4.99340 3.51656 4.96205 0.32
C -4.27687 8.33003 3.85680 -0.79
O -2.99288 8.49247 4.41723 -0.27
C -1.95390 8.38669 3.45641 -0.05
C -0.77485 9.25472 3.83294 -0.46
O -0.97309 10.64060 3.59943 -0.46
C -1.81066 11.35027 4.49860 -0.35
C -1.19888 11.59005 5.86128 -0.58
O -1.27279 10.42602 6.66641 -0.26
C -0.26104 10.37480 7.64523 -0.78
H -4.41446 7.31731 3.46052 0.27
H -5.00477 8.50108 4.64791 0.25
H -4.45188 9.05741 3.05568 0.36
H -2.31509 8.67901 2.46398 0.42
H -1.63037 7.33732 3.42076 -0.06
H 0.05488 8.97536 3.17947 0.39
H -0.46032 9.06437 4.86091 0.17
H -2.79046 10.87786 4.58962 0.15
H -1.95454 12.32668 4.03049 0.40
H -1.75550 12.39481 6.36178 0.41
H -0.15697 11.90796 5.73716 0.35
H 0.73385 10.42393 7.18733 0.34
H -0.35719 9.42544 8.16865 0.23
H -0.36575 11.19156 8.36930 0.32
C 4.33767 -5.02731 -0.21187 -0.71
O 4.22906 -5.72281 1.01107 -0.31
C 2.88387 -5.88222 1.43360 -0.31
C 2.70495 -7.16907 2.20689 -0.44
O 2.68305 -8.33521 1.39987 -0.45
C 3.91312 -8.79891 0.86768 -0.35
C 4.83012 -9.43883 1.88657 -0.58
O 5.50419 -8.45905 2.66020 -0.26
C 5.87391 -8.93145 3.93302 -0.78
H 3.98661 -3.99391 -0.11160 0.30
H 5.38876 -5.01899 -0.49515 0.26
H 3.76641 -5.53012 -1.00015 0.31
H 2.20818 -5.88533 0.57162 0.15
H 2.62192 -5.03466 2.08168 0.41
H 1.71704 -7.13223 2.67206 0.42
H 3.44242 -7.25145 3.00850 0.15
H 4.43155 -8.01317 0.31528 0.15
H 3.63002 -9.57502 0.15342 0.40
H 5.58246 -10.03946 1.35658 0.41
H 4.24252 -10.10163 2.53273 0.35
H 4.99935 -9.28308 4.49338 0.33
H 6.32394 -8.10128 4.47480 0.23
H 6.60565 -9.74532 3.85949 0.32
```

Computed properties:
- HOMO level (eV) = -5.6
- gap between HOMO and LUMO (eV) = 7.3
- charge = -1


[2]
ORCA calculation (ωB97M-V/def2-TZVPD) on a cluster of 9 separate species, C29H60N6O13 in total in a non-equilibrium geometry.

```
108
Properties=species:S:1:pos:R:3:mulliken_charge:R:1
C -1.59822 -0.36224 -5.95046 -0.67
O -0.81597 -0.93794 -4.88402 -0.38
C -1.11470 -0.84559 -3.58449 0.36
O -2.15633 -0.39296 -3.09498 -0.62
O -0.11932 -1.39995 -2.80890 0.60
C 1.10195 -1.78243 -3.27821 -0.69
H -2.67791 -0.49352 -5.87893 0.31
H -1.38079 -0.87285 -6.88859 0.32
H -1.33565 0.67202 -6.17291 0.17
H 1.57591 -0.94263 -3.78633 0.29
H 0.99353 -2.66934 -3.90249 0.31
H 1.69574 -1.97994 -2.38574 0.05
C 4.42685 -5.88335 -1.03801 -0.86
O 3.22712 -5.28014 -0.51355 -0.24
C 2.80122 -4.15077 -0.97914 0.54
O 3.43971 -3.35491 -1.66053 -0.67
O 1.64337 -3.86263 -0.46137 0.14
C 0.81996 -4.75766 0.30739 -0.19
H 4.33925 -6.54849 -1.89708 0.30
H 4.86911 -6.56436 -0.31087 0.30
H 5.21924 -5.17189 -1.27052 0.34
H 1.41470 -5.55142 0.75940 0.39
H 0.20087 -5.35706 -0.36010 0.21
H 0.26180 -4.33134 1.14095 -0.21
C -4.24527 5.34579 2.20614 -0.46
O -4.30894 3.99985 1.84382 -0.35
C -3.93017 3.52880 0.66219 0.94
O -3.19927 4.05267 -0.18593 -0.60
O -4.33386 2.22094 0.59965 -0.38
C -4.16068 1.45695 -0.53680 -0.29
H -3.48487 5.45936 2.97879 0.05
H -5.14344 5.68207 2.72413 0.31
H -3.95765 5.96600 1.35718 0.30
H -3.59736 2.09276 -1.21983 0.25
H -5.10821 1.26510 -1.04027 0.41
H -3.65590 0.51176 -0.33701 -0.14
C 0.47136 3.52618 3.21414 -0.11
N -0.35336 4.68914 3.24664 0.16
C -0.47860 5.41615 1.96051 -0.56
C -0.91381 5.17594 4.38595 0.13
O -1.51118 6.26567 4.48652 -0.61
H 0.13139 2.92269 2.37252 -0.30
H 0.34174 3.02976 4.17584 0.48
H 1.54243 3.71773 3.14927 0.02
H -1.22827 6.20697 1.98682 0.30
H 0.44486 5.82904 1.55451 0.03
H -0.79118 4.63988 1.26208 0.21
H -0.71234 4.49486 5.22722 0.32
C 4.67582 2.78032 1.30175 -0.99
N 3.45493 3.50869 0.95096 0.17
C 3.29203 4.92827 1.38011 -0.87
C 2.38467 2.87558 0.34893 0.35
O 1.28311 3.42490 0.08359 -0.58
H 5.56262 3.16317 0.79666 0.32
H 4.57882 1.70161 1.17898 0.33
H 4.87752 2.86448 2.36962 0.35
H 2.38324 5.35697 0.95774 0.11
H 3.38214 5.04153 2.46046 0.32
H 4.07547 5.50826 0.89233 0.43
H 2.71124 1.87616 0.02226 0.09
C -1.02598 3.11506 -4.05505 -0.95
N 0.22670 2.43930 -4.10305 0.25
C 0.72568 1.93993 -2.77872 -0.84
C 0.90833 2.25521 -5.28056 0.01
O 2.01123 1.85747 -5.46253 -0.54
H -1.35908 3.44046 -5.04058 0.37
H -1.00620 3.98711 -3.40141 0.30
H -1.71160 2.32612 -3.74585 0.29
H 0.04798 1.24781 -2.27892 -0.17
H 1.61348 1.31537 -2.87804 0.17
H 0.87321 2.86194 -2.21638 0.66
H 0.26500 2.70731 -6.05123 0.33
C -0.86641 0.63543 0.56306 -0.09
N 0.32028 -0.00196 1.09401 0.88
C 1.25341 -0.61914 0.17237 -0.05
C 0.47376 -0.06274 2.42195 0.13
O 1.31496 -0.76566 2.93420 -0.67
H -0.65107 1.54049 -0.00490 0.00
H -1.55220 0.75059 1.40243 0.59
H -1.31345 -0.05274 -0.15435 -0.92
H 0.62245 -1.11019 -0.56847 -0.53
H 1.93359 0.06999 -0.32817 -0.26
H 1.77389 -1.45589 0.63828 0.41
H -0.34501 0.53279 2.85457 0.30
C -0.56291 -5.28000 3.55193 -1.41
C 0.05483 -3.95307 3.91839 0.78
C 1.50162 -4.01274 4.43910 -0.57
C 2.49620 -4.72470 3.59093 0.28
N 3.27368 -5.25636 2.88698 -0.52
H -1.58665 -5.09464 3.22681 0.34
H -0.58503 -5.91633 4.43664 0.44
H -0.02222 -5.96061 2.89427 0.29
H -0.57586 -3.36179 4.58226 0.49
H 0.05202 -3.25884 3.07808 -0.70
H 1.56088 -4.40761 5.45334 0.40
H 1.94571 -3.01867 4.49116 0.26
C -2.31276 -4.03074 -2.37311 -1.01
C -2.69577 -4.06167 -0.91448 -0.55
C -2.21335 -2.86888 -0.11954 2.42
C -2.80916 -2.81437 1.18762 -0.26
N -3.29703 -2.80228 2.24238 -0.62
H -2.69795 -3.15385 -2.89350 0.23
H -2.62875 -4.87299 -2.98863 0.46
H -1.24508 -3.83810 -2.47826 0.07
H -2.18272 -4.92094 -0.48257 0.27
H -3.76324 -4.15897 -0.71669 0.50
H -2.41808 -1.94028 -0.65234 -0.64
H -1.13179 -2.95024 -0.01144 -0.86
```

Computed properties:
- SMILES string = COC(=O)OC.COC(=O)OC.COC(=O)OC.CN(C)C=O.CN(C)C=O.CN(C)C=O.CN(C)C=O.CCCC#N.CCCC#N
- HOMO level (eV) = -9.2
- gap between HOMO and LUMO (eV) = 9.7
- charge = 0